Formula: C4H2Br2Si
Source: OMol25
Level of theory: ωB97M-V with the def2-TZVPD basis set

Summary:
- energy above the lowest of the compared OMol25 structures with the same formula, charge and spin (eV) = 4.051
- E_tot (eV) = -152137.963
- maximum force (eV/Å) = 1.16
- LUMO (alpha / beta) (eV) = -0.938 / -3.911

Geometry as ORCA input:
```
! RIJCOSX wB97M-V def2-TZVPD def2/J DEFGRID3
* xyz 0 1
C 0.9934 -1.0540 -1.5739
C -1.9844 1.2575 1.8535
C 0.9411 -0.6877 -0.4237
C -0.9094 0.7362 1.6746
Si 0.7020 0.0446 1.2155
Br 2.1986 -0.2843 2.8120
Br -0.0436 -0.3252 -4.9947
H 1.0403 -1.3661 -2.5824
H -2.9381 1.6789 2.0191
*
```